Entry 1:
This record from the OMol25 dataset describes C54H43CdN12O2PS as an isolated structure. The level of theory is wB97M-V/def2-TZVPD.

- DFT total energy: -103361.116 eV
- Orbital gap (alpha / beta): 4.9 / 5.0 eV
- Energy relative to the best compared isomer or geometry (same formula, charge and spin): 242.24 kJ/mol

Last column: Mulliken charge in e.
Cartesian coordinates (Å):
Cd -0.716 -0.266 0.302  4.107
C -5.889 0.609 -3.960  -0.820
C -5.519 1.975 -3.936  -0.598
C -4.544 2.456 -3.074  -0.182
C -4.006 1.548 -2.151  0.225
C -3.099 1.523 -1.101  -0.382
N -2.684 0.266 -0.629  0.194
C -3.464 -0.602 -1.347  -0.470
N -3.450 -2.008 -1.254  -0.300
C -2.829 -2.630 -0.262  -0.010
C -3.169 -3.983 0.117  0.217
C -4.170 -4.818 -0.396  -0.106
C -4.497 -6.013 0.236  -1.080
C -3.755 -6.300 1.377  -0.397
C -2.735 -5.536 1.945  -0.785
C -2.489 -4.309 1.288  1.050
C -1.762 -3.129 1.683  -1.170
N -0.964 -3.010 2.748  -0.553
C -0.433 -1.825 3.172  -0.730
N -0.520 -0.627 2.554  -0.427
C -0.129 0.328 3.389  0.106
N -0.134 1.658 3.256  -0.254
C -0.772 2.290 2.289  -0.543
N -1.242 1.790 1.127  0.070
C -1.915 2.684 0.475  -0.049
N -2.631 2.666 -0.647  -0.519
C -1.791 3.941 1.261  0.217
C -2.316 5.163 1.050  -0.146
C -1.975 6.160 1.918  -0.616
C -1.270 5.957 3.134  -1.193
C -0.859 4.617 3.434  0.089
C -1.096 3.669 2.491  -0.114
C 0.553 -0.320 4.565  0.375
C 1.355 0.266 5.569  -0.419
C 1.857 -0.626 6.511  -0.801
C 1.574 -1.978 6.364  -0.456
C 0.836 -2.582 5.377  -0.557
C 0.325 -1.677 4.364  0.624
N -1.889 -2.148 0.672  0.040
C -4.350 0.114 -2.238  0.301
C -5.300 -0.249 -3.115  0.232
H -6.522 0.382 -4.820  0.333
H -5.897 2.755 -4.587  0.415
H -4.340 3.522 -3.027  0.455
H -4.640 -4.559 -1.363  0.387
H -5.167 -6.736 -0.091  0.504
H -3.932 -7.226 1.877  0.387
H -2.242 -5.878 2.837  0.555
H -2.997 5.491 0.258  0.482
H -2.339 7.119 1.694  0.489
H -1.013 6.766 3.751  0.468
H -0.340 4.187 4.229  0.763
H 1.401 1.345 5.671  0.474
H 2.378 -0.446 7.422  0.454
H 2.063 -2.546 7.133  0.357
H 0.826 -3.656 5.281  0.454
H -5.425 -1.320 -3.304  0.403
N -1.581 -4.097 -3.127  -0.632
N -0.659 -4.179 -2.132  0.214
C 0.035 -3.172 -1.597  -0.607
N 0.608 -3.302 -0.350  -0.038
S -0.016 -1.634 -2.382  0.332
H -1.244 -4.372 -3.981  0.250
H -2.045 -3.134 -3.138  0.154
H -0.865 -4.951 -1.481  0.357
H 0.412 -3.993 0.321  0.412
H 0.701 -2.457 0.115  -0.542
C -1.576 0.196 -4.860  -0.349
N -0.160 0.536 -4.702  0.225
C 0.874 -0.219 -5.383  -0.791
C 0.266 1.573 -3.939  0.074
O 1.426 1.867 -3.769  -0.592
H -1.777 -0.764 -4.389  0.064
H -1.936 0.240 -5.886  0.436
H -2.172 0.981 -4.356  -0.018
H 0.463 -0.774 -6.248  0.346
H 1.493 -0.865 -4.719  0.084
H 1.664 0.470 -5.787  0.331
H -0.642 2.051 -3.515  0.332
O 1.526 -0.583 0.407  -0.522
P 2.712 0.366 0.263  0.170
C 2.337 2.166 0.523  0.696
C 2.680 2.845 1.706  -0.774
C 2.319 4.110 1.850  -1.009
C 1.664 4.798 0.853  -0.603
C 1.431 4.202 -0.351  -0.753
C 1.754 2.840 -0.504  -0.144
C 4.013 -0.171 1.403  0.217
C 5.124 0.572 1.540  -0.160
C 6.107 0.222 2.406  -0.790
C 5.924 -0.884 3.253  -0.755
C 4.755 -1.589 3.122  -0.544
C 3.751 -1.261 2.254  -0.202
C 3.536 0.177 -1.304  0.523
C 3.559 -0.981 -2.052  -0.419
C 4.010 -1.116 -3.349  -1.052
C 4.509 0.039 -3.957  -0.541
C 4.472 1.248 -3.244  -0.476
C 3.986 1.350 -1.955  -0.546
H 3.179 2.223 2.442  0.406
H 2.669 4.607 2.723  0.436
H 1.445 5.845 1.012  0.431
H 0.911 4.699 -1.198  0.438
H 1.525 2.440 -1.489  0.436
H 5.240 1.442 0.876  0.354
H 6.999 0.761 2.540  0.495
H 6.727 -1.131 3.995  0.335
H 4.545 -2.478 3.689  0.441
H 2.787 -1.800 2.108  0.014
H 3.085 -1.794 -1.584  0.537
H 3.912 -2.015 -3.871  0.518
H 4.939 0.081 -4.918  0.471
H 4.745 2.166 -3.857  0.252
H 3.906 2.361 -1.547  0.523



Entry 2:
This record from the OMol25 dataset describes C54H43N4O5P2Sr as an isolated structure. The level of theory is wB97M-V/def2-TZVPD.

- DFT total energy: -92311.987 eV
- Total charge: -1
- Orbital gap: 6.9 eV
- Energy relative to the best compared isomer or geometry (same formula, charge and spin): 34.73 kJ/mol

Last column: Mulliken charge in e.
Cartesian coordinates (Å):
Sr -1.671 -0.831 -1.473  1.919
O -3.836 0.182 -1.797  -0.808
C -4.471 0.483 -2.864  0.431
C -5.145 1.735 -2.970  -0.694
C -5.806 2.130 -4.105  -0.363
C -5.848 1.298 -5.229  -0.831
C -5.227 0.070 -5.153  -0.791
C -4.564 -0.378 -4.003  0.484
C -4.000 -1.732 -4.005  -0.027
N -3.099 -2.281 -3.206  0.364
C -2.908 -3.569 -3.645  -0.829
C -3.701 -3.821 -4.716  -0.767
N -4.386 -2.650 -4.938  -0.077
H -5.093 2.378 -2.100  0.371
H -6.287 3.101 -4.133  0.365
H -6.339 1.611 -6.141  0.373
H -5.235 -0.549 -6.045  0.299
H -2.213 -4.231 -3.157  0.484
H -3.839 -4.697 -5.323  0.414
H -5.101 -2.504 -5.625  0.192
C 3.270 -4.696 -2.172  -0.487
C 2.923 -3.364 -2.334  -0.980
C 1.789 -2.860 -1.714  0.661
C 1.007 -3.685 -0.918  -0.815
C 1.347 -5.025 -0.758  -0.487
C 2.474 -5.525 -1.386  -0.628
N -0.123 -3.071 -0.285  1.485
N -0.585 -3.740 0.654  -0.773
C -1.666 -3.163 1.387  -0.068
C -1.956 -3.878 2.551  -0.163
C -2.935 -3.412 3.407  -0.528
C -3.616 -2.248 3.063  -0.747
C -3.323 -1.584 1.874  -1.157
C -2.334 -2.004 0.969  0.163
H 4.151 -5.094 -2.660  0.392
H 3.531 -2.711 -2.948  0.494
H 1.495 -1.828 -1.859  0.373
H 0.722 -5.652 -0.137  0.437
H 2.735 -6.569 -1.265  0.382
H -1.388 -4.775 2.771  0.460
H -3.167 -3.941 4.324  0.409
H -4.393 -1.866 3.719  0.376
H -3.916 -0.701 1.642  0.427
C -0.253 1.616 1.783  -1.828
P 0.534 0.137 0.983  1.411
C 2.223 0.760 0.608  0.342
C 3.364 0.570 1.385  -0.138
C 4.579 1.110 0.994  -0.873
C 4.672 1.855 -0.175  -0.735
C 3.541 2.059 -0.951  -0.467
C 2.327 1.514 -0.560  -0.757
C 0.807 -1.058 2.336  0.733
C 1.786 -2.038 2.162  -0.794
C 1.970 -3.034 3.106  -0.838
C 1.163 -3.079 4.235  -1.005
C 0.158 -2.139 4.395  -0.564
C -0.023 -1.143 3.448  -0.773
P 0.784 2.791 2.759  -0.172
C 0.943 1.898 4.361  0.396
C -0.138 1.653 5.208  -0.287
C 0.031 0.933 6.378  -0.628
C 1.286 0.443 6.719  -0.489
C 2.369 0.690 5.892  -0.545
C 2.198 1.422 4.725  -0.415
C -0.477 4.040 3.247  0.269
C -1.737 4.151 2.669  -0.147
C -2.608 5.166 3.050  -0.733
C -2.234 6.083 4.017  -0.423
C -0.976 5.985 4.600  -0.603
C -0.108 4.980 4.214  -0.443
H -1.132 1.271 2.335  1.025
H -0.633 2.174 0.922  0.895
H 3.304 -0.006 2.299  0.628
H 5.459 0.950 1.605  0.427
H 5.625 2.271 -0.479  0.389
H 3.597 2.631 -1.869  0.403
H 1.443 1.671 -1.166  0.254
H 2.406 -2.031 1.272  0.678
H 2.733 -3.786 2.947  0.413
H 1.299 -3.862 4.971  0.412
H -0.504 -2.185 5.250  0.449
H -0.836 -0.443 3.577  0.360
H -1.122 2.025 4.943  0.435
H -0.819 0.743 7.022  0.387
H 1.416 -0.132 7.627  0.391
H 3.349 0.310 6.151  0.417
H 3.046 1.624 4.082  0.490
H -2.062 3.443 1.919  0.455
H -3.585 5.229 2.588  0.397
H -2.915 6.869 4.315  0.360
H -0.671 6.697 5.358  0.371
H 0.871 4.913 4.676  0.363
O -0.431 1.255 -2.389  -0.887
C 0.271 0.564 -3.170  1.207
O 0.130 -0.672 -3.344  -0.990
C 1.393 1.251 -3.909  0.064
C 1.516 2.632 -3.857  -0.325
C 2.573 3.295 -4.489  -1.191
C 3.484 2.508 -5.147  1.136
O 4.594 2.902 -5.857  -0.513
C 5.282 1.695 -6.171  -0.247
O 4.393 0.610 -5.955  -0.516
C 3.361 1.132 -5.202  1.035
C 2.326 0.468 -4.603  -1.251
H 0.771 3.184 -3.301  0.415
H 2.675 4.371 -4.459  0.395
H 6.154 1.593 -5.513  0.257
H 5.582 1.715 -7.219  0.230
H 2.203 -0.605 -4.641  0.553



Among the records above, which one has the highest energy relative to the best compared isomer or geometry (same formula, charge and spin)? C54H43CdN12O2PS



The highest energy relative to the best compared isomer or geometry (same formula, charge and spin) belongs to which entry? C54H43CdN12O2PS



Which formula does entry 1 have? C54H43CdN12O2PS